Version i
This record from OMol25 describes a cluster of 3 separate species, C3H12N2O in total. The level of theory is wB97M-V/def2-TZVPD.

Last column: Löwdin charge in e.
Atoms and positions in Å:
C (1.934, -1.043, 0.851)  -0.10
C (2.072, -0.339, -0.270)  -0.10
N (0.032, 1.065, -2.048)  0.01
H (1.851, -2.116, 0.816)  0.06
H (-0.228, -0.945, 0.736)  0.02
H (1.991, -0.463, 1.778)  0.06
H (2.107, -0.818, -1.232)  0.05
H (2.311, 0.762, -0.196)  0.07
H (0.840, 1.561, -1.689)  0.00
H (-0.434, 0.283, -1.582)  -0.02
H (0.269, 0.635, -2.934)  0.01
N (-1.874, 1.045, 1.206)  0.01
C (-2.031, -0.276, 0.627)  -0.28
O (-0.825, -0.943, -0.036)  -0.14
H (-1.264, 1.617, 0.639)  0.06
H (-1.501, 0.999, 2.161)  0.07
H (-2.714, -0.110, -0.201)  0.10
H (-2.535, -0.914, 1.374)  0.11

Calculated values
LUMO (eV): 0.9
Spin multiplicity: 1
Highest occupied orbital energy (eV): -9.3
SMILES: C=C.NCO.N

---

Version ii
This record from OMol25 describes a cluster of 2 separate species, C3H12N2O in total. The level of theory is wB97M-V/def2-TZVPD.

Last column: Löwdin charge in e.
Atoms and positions in Å:
N (0.892, 0.778, 1.726)  0.02
C (0.476, 0.377, 0.375)  -0.44
C (0.456, -1.168, 0.225)  -0.06
C (1.402, 1.140, -0.581)  -0.29
N (0.894, 1.147, -1.939)  -0.01
H (1.859, 0.941, 1.904)  0.06
H (0.252, 0.403, 2.400)  0.07
H (-0.535, 0.731, 0.164)  0.13
H (0.924, -1.593, -0.662)  0.07
H (-0.585, -1.481, 0.311)  0.06
H (0.931, -1.591, 1.110)  0.06
H (1.457, 2.177, -0.236)  0.11
H (2.422, 0.738, -0.439)  0.11
H (1.564, 1.299, -2.683)  0.06
H (0.440, 0.262, -2.143)  0.06
H (-3.873, -2.041, -0.041)  0.01
H (-4.927, -0.986, 0.410)  0.02
O (-4.049, -1.132, 0.098)  -0.03

Calculated values
LUMO (eV): 0.9
Spin multiplicity: 1
Highest occupied orbital energy (eV): -8.6
SMILES: C[C@@H](N)CN.O

---

Which of them is most stable, and which least? Most stable: version ii; least stable: version i.

---

Version i
This record from OMol25 describes a cluster of 2 separate species, C9H11NO in total. The level of theory is wB97M-V/def2-TZVPD.

Last column: Löwdin charge in e.
Atoms and positions in Å:
C (0.501, 1.579, -1.049)  -0.07
C (0.432, 1.337, -2.366)  -0.10
C (-0.248, 0.530, -0.325)  -0.14
C (-0.896, -0.289, -1.330)  -0.25
C (3.159, -0.807, 1.481)  0.02
C (2.047, -1.139, 1.800)  0.00
C (-1.739, -1.416, -1.328)  0.05
C (-0.287, 0.424, 1.049)  -0.31
C (-1.303, -0.398, 1.820)  0.00
N (-0.413, 0.217, -2.564)  0.04
O (0.378, 1.225, 1.915)  0.05
H (0.944, 2.481, -0.657)  0.09
H (0.983, 1.844, -3.234)  0.14
H (3.893, -0.253, 0.923)  0.03
H (1.305, -1.750, 2.143)  0.00
H (-2.198, -1.773, -0.508)  -0.03
H (-2.168, -1.804, -2.281)  0.06
H (-2.127, -0.798, 1.275)  0.06
H (-1.597, 0.241, 2.618)  0.07
H (-0.879, -1.191, 2.471)  0.09
H (-0.694, -0.158, -3.392)  0.09
H (0.909, 1.899, 1.538)  0.08

Calculated values
LUMO (eV): 0.7
Spin multiplicity: 1
Highest occupied orbital energy (eV): -6.7
SMILES: C=c1[nH]cc/c1=C(/C)O.C#C

---

Version ii
This record from OMol25 describes the molecule C9H11NO. The level of theory is wB97M-V/def2-TZVPD.

Last column: Löwdin charge in e.
Atoms and positions in Å:
C (-1.211, -1.210, -0.280)  -0.36
C (-2.195, -0.079, -0.627)  -0.09
C (-0.684, 1.531, 0.064)  -0.36
C (0.506, 0.819, 0.015)  -0.24
C (1.772, 1.247, 0.096)  -0.07
C (2.868, 0.345, 0.203)  -0.11
C (2.713, -1.086, 0.097)  -0.03
C (1.315, -1.334, -0.459)  -0.04
C (0.151, -0.607, -0.225)  -0.12
H (-1.557, -1.059, 1.382)  0.08
H (-1.231, -1.875, -1.091)  0.12
H (-3.251, -0.439, -0.122)  0.17
H (-2.184, 0.118, -1.661)  0.10
H (-2.795, 1.309, 0.845)  0.20
H (-0.920, 2.226, -0.748)  0.14
H (-0.404, 2.193, 1.003)  0.18
H (1.711, 2.519, -0.101)  0.19
H (3.761, 0.757, 0.581)  0.07
H (3.480, -1.944, 0.352)  0.13
H (1.187, -2.495, -0.765)  0.14
N (-1.793, 0.947, 0.450)  -0.10
O (-1.238, -1.885, 0.991)  0.00

Calculated values
LUMO (eV): 0.7
Spin multiplicity: 1
Highest occupied orbital energy (eV): -8.5
SMILES: O[C@H]1CNCc2ccccc21

---

Which of them is most stable, and which least? Most stable: version i; least stable: version ii.

---

Version i
This record from OMol25 describes the molecule C9H11NO. The level of theory is wB97M-V/def2-TZVPD.

Last column: Löwdin charge in e.
Atoms and positions in Å:
C (0.998, 1.459, -1.307)  -0.02
C (-1.202, 1.997, -2.172)  -0.11
C (-1.132, 0.516, -0.277)  -0.44
C (-0.349, -0.451, 0.513)  -0.11
C (0.574, -1.342, 0.028)  -0.07
C (1.228, -2.313, 0.792)  -0.08
C (1.031, -2.311, 2.143)  -0.10
C (0.011, -1.564, 2.627)  -0.14
C (-0.641, -0.625, 1.972)  0.00
H (1.572, 1.135, -0.446)  0.09
H (1.228, 2.630, -1.303)  0.13
H (1.013, 1.032, -2.200)  0.03
H (-1.049, 1.790, -3.223)  0.09
H (-1.106, 3.222, -1.767)  0.17
H (-2.225, 1.792, -2.001)  0.06
H (0.905, -1.435, -0.992)  0.11
H (2.051, -2.843, 0.240)  0.12
H (1.530, -3.009, 2.771)  0.10
H (-0.218, -1.664, 3.725)  0.13
H (-1.475, 0.069, 2.185)  0.13
N (-0.475, 1.198, -1.305)  -0.19
O (-2.271, 0.715, -0.001)  0.10

Calculated values
LUMO (eV): 0.7
Spin multiplicity: 1
Highest occupied orbital energy (eV): -9.1
SMILES: CN(C)C(=O)c1ccccc1

---

Version ii
This record from OMol25 describes the molecule C9H11NO. The level of theory is wB97M-V/def2-TZVPD.

Last column: Löwdin charge in e.
Atoms and positions in Å:
C (-3.467, -0.702, -0.099)  -0.25
C (-0.747, 1.906, -0.137)  -0.12
C (0.438, 1.565, -0.670)  -0.11
C (-1.897, 1.094, 0.185)  -0.10
C (1.004, 0.262, -1.001)  -0.07
C (-2.294, -0.022, -0.451)  -0.09
C (1.352, -0.793, -0.251)  -0.35
C (1.907, -2.042, -0.879)  -0.01
C (0.942, 0.150, 1.912)  -0.07
N (-4.425, -1.261, 0.200)  0.15
O (1.280, -0.944, 1.097)  -0.07
H (-0.899, 2.959, 0.076)  0.11
H (1.084, 2.391, -0.963)  0.11
H (-2.550, 1.502, 0.949)  0.12
H (1.288, 0.194, -2.045)  0.11
H (-1.707, -0.454, -1.251)  0.11
H (1.098, -2.643, -1.293)  0.09
H (2.413, -2.631, -0.119)  0.08
H (2.603, -1.805, -1.678)  0.08
H (-0.130, 0.366, 1.872)  0.08
H (1.496, 1.046, 1.620)  0.10
H (1.214, -0.139, 2.926)  0.10

Calculated values
LUMO (eV): -0.2
Spin multiplicity: 1
Highest occupied orbital energy (eV): -8.5
SMILES: CO\C(C)=C/C=C\C=C\C#N

---

Which of them is most stable, and which least? Most stable: version i; least stable: version ii.